Entry 1:
Molecular formula: C6H14N2O
Method: DFT, ωB97M-V with the def2-TZVPD basis set

For the HOMO energy, the calculation gives -0.320 Eh. The calculation puts the total energy at -421.68009 a.u. As for the total charge: 0. The calculation puts the energy above the lowest of the compared OMol25 structures with the same formula, charge and spin at 3.2704 eV.

Each line ends with the Löwdin charge.
Positions of all 23 atoms, in Å:
C1 -1.5824 -0.0302 1.4054  -0.104
N1 -0.2272 0.0552 0.8994  -0.222
C2 0.7241 -0.3944 1.8980  -0.109
C3 0.1402 1.3962 0.4074  -0.523
N2 -0.8301 1.9640 -0.4829  0.087
O1 1.3573 1.3061 -0.2371  -0.005
H1 -1.7824 0.6941 2.2122  0.089
H2 -2.2933 0.1288 0.5956  0.073
H3 -1.7379 -1.0346 1.7959  0.083
H4 1.7316 -0.2305 1.5225  0.079
H5 0.5710 -1.4561 2.0832  0.083
H6 0.6160 0.1504 2.8472  0.086
H7 0.2879 2.1005 1.2523  0.158
H8 -1.6778 2.2362 -0.0039  0.072
H9 -1.0526 1.2936 -1.2127  0.038
H10 1.2144 0.8451 -1.0702  0.061
C4 -0.7584 -0.6077 -2.6268  0.095
C5 0.2426 -1.0822 -2.1708  -0.208
C6 1.4445 -1.6622 -1.6192  -0.098
H11 -1.6340 -0.2213 -3.0579  0.027
H12 1.4144 -1.5920 -0.5349  0.062
H13 1.5028 -2.7131 -1.9069  0.086
H14 2.3291 -1.1460 -1.9959  0.090


Entry 2:
Molecular formula: C19H41AlAsN4O2P2S2
Method: DFT, ωB97M-V with the def2-TZVPD basis set

For the HOMO energy, the calculation gives -0.585 Eh. The calculation puts the total energy at -5074.61239 a.u. As for the total charge: +3.

Each line ends with the Löwdin charge.
Positions of all 72 atoms, in Å:
Al1 0.1102 0.4848 -0.3657  -0.133
C1 -3.9362 -1.6054 2.7402  -0.150
N1 -2.8073 -2.4843 2.4319  -0.134
C2 -1.8735 -2.4789 3.5558  -0.152
N2 -1.4091 -1.1357 3.9120  -0.131
C3 -2.5725 -0.2841 4.1820  -0.153
N3 -3.5158 -0.2434 3.0676  -0.136
C4 -2.9897 0.4607 1.9150  -0.283
P1 -1.4808 -0.4184 1.2833  1.032
C5 -2.1698 -2.1365 1.1772  -0.284
C6 -0.5589 -0.5668 2.8856  -0.296
H1 -4.4623 -2.0173 3.6013  0.146
H2 -4.6268 -1.5841 1.8956  0.139
H3 -1.0147 -3.1124 3.3235  0.133
H4 -2.3824 -2.9014 4.4221  0.146
H5 -2.2375 0.7279 4.4171  0.137
H6 -3.0903 -0.6837 5.0538  0.146
H7 -2.7272 1.4879 2.1829  0.106
H8 -3.7502 0.5031 1.1319  0.098
H9 -1.3756 -2.8515 0.9525  0.076
H10 -2.8979 -2.1863 0.3629  0.108
H11 -0.2278 0.4314 3.1895  0.095
H12 0.3268 -1.1921 2.7411  0.075
C7 1.7613 -2.7468 0.9317  -0.219
P2 1.3214 -1.7456 -0.5214  0.837
C8 2.9210 -1.4570 -1.3384  -0.213
C9 0.4555 -2.9112 -1.6111  -0.213
H13 2.4202 -3.5603 0.6232  0.076
H14 0.8758 -3.1884 1.3869  0.039
H15 2.2770 -2.1508 1.6835  0.031
H16 3.3157 -2.3895 -1.7451  0.074
H17 3.6456 -1.0810 -0.6147  0.042
H18 2.8151 -0.7359 -2.1469  0.038
H19 0.9800 -3.8678 -1.6356  0.075
H20 0.4229 -2.5101 -2.6221  0.039
H21 -0.5657 -3.0859 -1.2719  0.046
C10 3.4086 0.4753 2.4696  -0.159
As1 2.7466 1.8969 1.3834  1.109
C11 2.1672 3.3369 2.4893  -0.158
C12 4.0789 2.4699 0.1475  -0.157
O1 1.4008 1.3366 0.4991  -0.403
H22 4.2354 0.8435 3.0780  0.072
H23 3.7690 -0.3343 1.8368  0.039
H24 2.6121 0.1240 3.1248  0.049
H25 3.0256 3.7261 3.0381  0.071
H26 1.4225 2.9741 3.1960  0.057
H27 1.7472 4.1321 1.8760  0.050
H28 4.9728 2.7602 0.7004  0.070
H29 3.7154 3.3261 -0.4188  0.059
H30 4.3197 1.6480 -0.5251  0.050
S1 -1.7712 4.5348 -0.9620  1.174
C13 -2.9160 3.3014 -1.2367  -0.311
C14 -2.3592 2.0865 -1.0067  -0.241
N4 -1.0421 2.1310 -0.6095  -0.114
C15 -0.6171 3.3784 -0.5546  -0.420
H31 -3.9254 3.5231 -1.5438  0.101
H32 -2.8605 1.1358 -1.1100  0.122
H33 0.3903 3.6410 -0.2751  0.082
O2 0.2412 0.3053 -2.1896  -0.510
S2 -0.2546 1.1631 -3.4205  1.121
C16 -1.2957 0.0025 -4.3599  -0.263
C17 -0.5944 -0.2488 -5.6956  -0.194
C18 0.9030 -0.2027 -5.4159  -0.200
C19 1.1164 1.0632 -4.5944  -0.278
H34 -2.2979 0.4199 -4.4344  0.105
H35 -1.3191 -0.8916 -3.7336  0.100
H36 -0.8711 0.5195 -6.4190  0.132
H37 -0.9157 -1.2057 -6.1051  0.137
H38 1.4890 -0.1591 -6.3327  0.138
H39 1.2288 -1.0813 -4.8569  0.116
H40 1.0380 1.9656 -5.2047  0.116
H41 2.0350 1.1193 -4.0116  0.103


Entry 3:
Molecular formula: C32H67BrN9O8S
Method: DFT, ωB97M-V with the def2-TZVPD basis set

For the HOMO energy, the calculation gives -0.378 Eh. The calculation puts the total energy at -5326.14976 a.u. As for the total charge: +1. The calculation puts the energy above the lowest of the compared OMol25 structures with the same formula, charge and spin at 4.4163 eV.

Each line ends with the Löwdin charge.
Positions of all 118 atoms, in Å:
C1 -0.2827 0.7116 -1.4047  -0.114
C2 -0.0618 1.2624 0.0850  -0.265
C3 -1.0833 0.5955 1.1772  -0.577
Br1 -0.4660 -1.2644 1.5027  0.703
C4 -2.5747 0.7092 0.4905  -0.100
C5 -3.0022 2.1727 0.0237  0.041
C6 -4.3682 2.4105 -0.6770  0.021
C7 -5.3024 1.1802 -0.8988  -0.018
C8 -4.8050 -0.2225 -0.3913  -0.450
S1 -5.8973 -1.7202 -0.6610  0.775
N1 -3.4863 -0.4032 0.2673  0.077
H1 -0.2168 -0.4275 -1.3917  0.057
H2 -1.2773 1.0167 -1.8871  0.069
H3 0.5413 1.2004 -2.0550  0.109
H4 -0.1810 2.4072 0.1886  0.108
H5 1.0018 0.9350 0.4037  0.100
H6 -1.0601 1.1819 2.1725  0.124
H7 -2.2790 3.0498 0.2150  0.100
H8 -4.6309 3.4666 -1.0155  0.107
H9 -6.3081 1.2580 -1.4275  0.112
H10 -5.2574 -2.7250 0.0637  -0.098
H11 -3.2469 -1.3621 0.5659  0.106
C9 3.4643 -1.3117 1.8298  -0.034
C10 3.4641 -1.3172 0.3255  -0.555
O1 3.1087 -0.3396 -0.3305  -0.008
N2 3.8728 -2.4476 -0.3033  0.024
C11 4.3232 -3.6868 0.2947  -0.074
H12 3.1137 -0.3430 2.1906  0.076
H13 2.7912 -2.0853 2.2059  0.065
H14 4.4764 -1.4742 2.2053  0.092
H15 3.8478 -2.3815 -1.3118  0.141
H16 5.3397 -3.8811 -0.0514  0.051
H17 3.6669 -4.4902 -0.0485  0.083
H18 4.3118 -3.6511 1.3834  0.077
C12 -2.1624 -2.1939 -2.4595  -0.026
C13 -1.6964 -3.1351 -3.5384  -0.542
O2 -1.1337 -2.7371 -4.5471  0.047
N3 -1.9202 -4.4665 -3.3621  0.007
C14 -2.5648 -5.1219 -2.2444  -0.077
H19 -1.9163 -1.1694 -2.7397  0.069
H20 -3.2402 -2.2659 -2.3391  0.058
H21 -1.6666 -2.4247 -1.5187  0.063
H22 -1.5816 -5.0376 -4.1244  0.146
H23 -1.8568 -5.8277 -1.8049  0.087
H24 -3.4303 -5.6714 -2.6210  0.086
H25 -2.8899 -4.4158 -1.4820  0.063
C15 0.3571 6.6951 1.6998  -0.004
C16 -0.7857 5.7290 1.5485  -0.550
O3 -0.8114 4.6493 2.1287  0.000
N4 -1.8178 6.0824 0.7354  0.002
C17 -1.9750 7.3023 -0.0308  -0.061
H26 1.1015 6.2753 2.3771  0.088
H27 0.8303 6.8695 0.7312  0.090
H28 -0.0021 7.6363 2.1214  0.092
H29 -2.5470 5.3854 0.6830  0.114
H30 -2.8936 7.7958 0.2941  0.082
H31 -2.0666 7.0337 -1.0854  0.084
H32 -1.1359 7.9835 0.0963  0.082
C18 8.8805 -4.2535 -1.7816  -0.007
C19 7.4379 -4.2349 -2.2092  -0.533
O4 6.5954 -3.5537 -1.6318  -0.003
N5 7.0810 -5.0045 -3.2705  0.011
C20 7.9261 -5.8674 -4.0719  -0.063
H33 9.0146 -3.5929 -0.9244  0.085
H34 9.1706 -5.2645 -1.4877  0.086
H35 9.5164 -3.8978 -2.5950  0.088
H36 6.0991 -4.9436 -3.5020  0.141
H37 7.8769 -5.5274 -5.1082  0.091
H38 7.5345 -6.8833 -4.0103  0.058
H39 8.9623 -5.8589 -3.7381  0.079
C21 7.3052 -10.2820 -3.3123  -0.010
C22 6.5694 -9.6343 -4.4544  -0.549
O5 7.1062 -8.8226 -5.1984  0.013
N6 5.2666 -9.9771 -4.6473  0.002
C23 4.4670 -10.9086 -3.8802  -0.079
H40 8.3306 -9.9121 -3.2835  0.086
H41 6.8209 -10.0326 -2.3655  0.086
H42 7.3322 -11.3650 -3.4506  0.087
H43 4.8361 -9.5047 -5.4304  0.142
H44 4.1144 -11.6933 -4.5527  0.085
H45 3.6067 -10.3708 -3.4758  0.082
H46 5.0269 -11.3593 -3.0628  0.075
C24 3.4535 -3.6423 7.0435  -0.011
C25 3.4194 -2.8647 5.7555  -0.549
O6 3.9275 -3.2884 4.7255  0.022
N7 2.7978 -1.6531 5.7600  0.003
C26 2.1449 -0.9903 6.8691  -0.078
H47 3.9802 -4.5839 6.8863  0.086
H48 3.9839 -3.0734 7.8102  0.087
H49 2.4364 -3.8658 7.3729  0.085
H50 2.8132 -1.1876 4.8629  0.127
H51 1.1012 -0.8157 6.5987  0.080
H52 2.6374 -0.0295 7.0330  0.085
H53 2.1866 -1.5773 7.7847  0.076
C27 -6.3132 9.0105 -3.2576  -0.016
C28 -6.1788 9.2561 -1.7780  -0.552
O7 -5.9346 10.3641 -1.3229  0.038
N8 -6.3386 8.1943 -0.9392  0.006
C29 -6.6285 6.8228 -1.2881  -0.091
H54 -6.1608 9.9457 -3.7972  0.086
H55 -5.5581 8.2936 -3.5885  0.080
H56 -7.3147 8.6390 -3.4861  0.084
H57 -6.2350 8.4303 0.0426  0.086
H58 -7.5653 6.5356 -0.8046  0.082
H59 -5.8200 6.1928 -0.9054  0.058
H60 -6.7194 6.6790 -2.3637  0.072
C30 -6.5783 8.9269 3.9329  0.000
C31 -6.0969 7.9813 2.8670  -0.524
O8 -5.5401 8.3772 1.8476  0.010
N9 -6.2960 6.6497 3.0613  0.005
C32 -6.9279 5.9981 4.1895  -0.073
H61 -6.3508 9.9522 3.6396  0.092
H62 -7.6596 8.8340 4.0546  0.091
H63 -6.0708 8.7165 4.8768  0.090
H64 -5.9481 6.0746 2.3067  0.132
H65 -6.2066 5.3115 4.6375  0.085
H66 -7.7837 5.4281 3.8216  0.084
H67 -7.2648 6.7084 4.9421  0.079


Entry 4:
Molecular formula: C19H31ClN2SW
Method: DFT, ωB97M-V with the def2-TZVPD basis set

As for the spin multiplicity: 3. For the HOMO energy (spin up / spin down), the calculation gives -0.526 / -0.519 Eh. The calculation puts the total energy at -1776.65614 a.u. As for the total charge: +2. The calculation puts the energy above the lowest of the compared OMol25 structures with the same formula, charge and spin at 8.5063 eV.

Each line ends with the Mulliken spin population.
Positions of all 55 atoms, in Å:
C1 0.1944 0.7306 -6.7211  0.000
C2 1.5713 1.2798 -7.0282  0.000
C3 -0.0323 -0.6230 -7.3600  0.000
C4 -0.9006 1.7149 -7.0735  0.000
Cl1 0.1157 0.4751 -4.8737  -0.002
H1 0.0056 -0.5201 -8.4457  0.000
H2 -1.0044 -1.0276 -7.0902  0.000
H3 0.7326 -1.3339 -7.0583  0.000
H4 1.6623 1.4455 -8.1030  0.000
H5 2.3495 0.5846 -6.7240  0.000
H6 1.7390 2.2272 -6.5225  0.000
H7 -0.8917 1.8947 -8.1497  0.000
H8 -0.7527 2.6659 -6.5683  0.000
H9 -1.8794 1.3287 -6.8009  0.000
C5 1.6628 -1.3937 1.3374  -0.100
C6 1.0173 -2.2985 0.4600  0.063
C7 1.3159 -1.9213 -0.8744  -0.021
H10 0.4058 -3.1344 0.7558  -0.005
C8 2.1586 -0.7891 -0.8221  0.009
C9 2.3691 -0.4624 0.5426  0.161
H11 2.9778 0.3424 0.9197  0.030
H12 1.6497 -1.4301 2.4135  -0.016
H13 0.9862 -2.4261 -1.7668  -0.004
H14 2.5773 -0.2765 -1.6711  0.014
C10 -2.1944 1.0319 0.7722  0.152
C11 -2.1132 -0.1665 1.5177  -0.117
C12 -2.2087 -1.2434 0.6030  0.021
H15 -2.0302 -0.2456 2.5885  0.026
C13 -2.3384 -0.7101 -0.7055  -0.028
C14 -2.3356 0.6981 -0.5983  0.048
H16 -2.4273 1.3982 -1.4101  0.025
H17 -2.1710 2.0291 1.1767  0.037
H18 -2.1873 -2.2900 0.8576  -0.004
H19 -2.4479 -1.2774 -1.6146  -0.001
W1 -0.0713 -0.1095 0.1026  1.189
C15 -1.6326 1.8828 4.0066  0.003
N1 -1.0172 0.6641 4.5017  -0.041
C16 -1.3079 0.2913 5.8757  0.006
C17 -0.0713 -0.1095 3.7225  -0.151
S1 -0.0713 -0.1095 2.1026  0.672
N2 1.1272 -0.4883 4.4171  0.037
C18 1.1404 -1.5883 5.3601  -0.005
C19 2.3528 0.2694 4.2147  0.002
H20 -1.4109 2.7181 4.7042  -0.002
H21 -2.7343 1.7564 3.9342  -0.001
H22 -1.1978 2.1902 3.0446  -0.001
H23 -1.7425 -0.7304 5.9023  -0.002
H24 -0.3892 0.3326 6.4934  -0.002
H25 -2.0473 0.9815 6.3381  0.001
H26 1.8842 -2.3450 5.0336  0.001
H27 1.4252 -1.2205 6.3684  0.001
H28 0.1495 -2.0842 5.4146  0.001
H29 3.1621 -0.3943 3.8442  0.000
H30 2.2031 1.0929 3.4825  0.001
H31 2.6748 0.7214 5.1763  0.002


Entry 5:
Molecular formula: CH4NO2
Method: DFT, ωB97M-V with the def2-TZVPD basis set

For the HOMO energy, the calculation gives -0.030 Eh. The calculation puts the total energy at -245.67683 a.u. As for the total charge: -1. The calculation puts the energy above the lowest of the compared OMol25 structures with the same formula, charge and spin at 3.2862 eV.

Each line ends with the Löwdin charge.
Positions of all 8 atoms, in Å:
O1 2.0330 -1.0935 2.0814  -0.117
H1 2.0063 -1.6579 1.3166  0.001
C1 -0.8041 0.4440 -0.2165  -0.653
N1 -1.4079 0.3621 -1.5468  -0.102
O2 -0.3826 1.2560 0.5821  -0.136
H2 1.3382 -0.4352 1.9176  0.015
H3 -2.0619 1.0727 -1.9159  -0.006
H4 -0.7211 0.0518 -2.2186  -0.002


Entry 6:
Molecular formula: H4N4O
Method: DFT, ωB97M-V with the def2-TZVPD basis set

For the HOMO energy (spin up / spin down), the calculation gives -0.343 / -0.285 Eh. The calculation puts the total energy at -296.44352 a.u. As for the total charge: 0. The calculation puts the energy above the lowest of the compared OMol25 structures with the same formula, charge and spin at 2.2415 eV.

Each line ends with the Löwdin charge.
Positions of all 9 atoms, in Å:
N1 0.3024 -0.5355 0.5106  -0.052
N2 -1.0100 -0.2104 0.6699  -0.041
N3 1.1493 0.8451 -0.9153  0.053
N4 1.4687 1.7826 -1.6995  -0.155
O1 0.6847 2.5265 -2.3258  -0.041
H1 -1.0978 0.7120 1.0042  0.070
H2 -1.7398 -0.5991 0.1518  0.066
H3 1.9213 0.2194 -0.7535  0.062
H4 0.3539 -1.3141 -0.1412  0.039


Which value of total charge does entry 4 give?
+2


What did the sixth record say?
Molecular formula: H4N4O
Method: DFT, ωB97M-V with the def2-TZVPD basis set

For the HOMO energy (spin up / spin down), the calculation gives -0.343 / -0.285 Eh. The calculation puts the total energy at -296.44352 a.u. As for the total charge: 0. The calculation puts the energy above the lowest of the compared OMol25 structures with the same formula, charge and spin at 2.2415 eV.

Each line ends with the Löwdin charge.
Positions of all 9 atoms, in Å:
N1 0.3024 -0.5355 0.5106  -0.052
N2 -1.0100 -0.2104 0.6699  -0.041
N3 1.1493 0.8451 -0.9153  0.053
N4 1.4687 1.7826 -1.6995  -0.155
O1 0.6847 2.5265 -2.3258  -0.041
H1 -1.0978 0.7120 1.0042  0.070
H2 -1.7398 -0.5991 0.1518  0.066
H3 1.9213 0.2194 -0.7535  0.062
H4 0.3539 -1.3141 -0.1412  0.039